# C54H38InN4O11S2

A structure of composition C54H38InN4O11S2 (wB97M-V/def2-TZVPD, OMol25).

Cartesian coordinates (Å):
In: -0.339 0.131 0.006
O: -0.704 7.754 -0.225
C: -0.553 7.227 1.007
O: -0.279 7.915 1.946
C: -0.746 5.744 1.127
C: -1.308 5.248 2.302
C: -1.469 3.887 2.480
C: -1.018 3.009 1.497
C: -0.468 3.500 0.327
C: -0.340 4.865 0.134
N: -1.041 1.585 1.631
C: -1.455 1.007 2.686
C: -1.459 -0.460 2.794
C: -1.902 -1.097 3.933
C: -1.869 -2.488 3.962
C: -1.413 -3.173 2.854
C: -0.994 -2.458 1.736
N: -1.016 -1.130 1.723
H: -1.086 7.103 -0.828
H: -1.613 5.943 3.072
H: -1.927 3.540 3.394
H: -0.176 2.824 -0.460
H: 0.104 5.227 -0.786
H: -1.828 1.560 3.542
H: -2.260 -0.521 4.775
H: -2.203 -3.022 4.841
H: -1.384 -4.253 2.830
H: -0.675 -2.945 0.824
O: -1.419 1.862 -3.423
C: -1.470 0.981 -2.600
O: -1.410 1.254 -1.302
C: -1.663 -0.454 -3.035
C: -2.140 -0.598 -4.325
C: -2.300 -1.855 -4.877
C: -1.964 -2.992 -4.183
C: -1.485 -2.858 -2.894
C: -1.325 -1.600 -2.263
O: -0.863 -1.536 -1.041
N: -1.118 -4.119 -2.231
O: -1.010 -5.099 -2.933
O: -0.935 -4.133 -1.026
N: -2.817 -1.983 -6.245
O: -2.935 -3.103 -6.694
O: -3.089 -0.959 -6.835
H: -2.372 0.284 -4.903
H: -2.068 -3.969 -4.632
C: 6.664 -3.657 1.736
C: 5.494 -2.720 1.738
C: 5.465 -1.616 2.589
C: 4.397 -0.739 2.586
C: 3.345 -0.981 1.712
C: 3.329 -2.086 0.872
C: 4.410 -2.949 0.891
S: 1.978 0.118 1.678
O: 1.331 0.185 3.010
C: 2.673 1.735 1.353
C: 2.190 2.760 2.198
C: 2.545 4.052 1.946
C: 3.376 4.371 0.847
C: 3.708 5.717 0.547
C: 4.518 6.011 -0.510
C: 5.039 4.974 -1.318
C: 4.734 3.672 -1.056
C: 3.888 3.334 0.031
C: 3.515 1.983 0.297
C: 4.147 0.880 -0.482
C: 5.493 0.523 -0.160
C: 6.226 1.186 0.857
C: 7.499 0.802 1.162
C: 8.110 -0.270 0.476
C: 7.428 -0.928 -0.505
C: 6.107 -0.547 -0.848
C: 5.391 -1.231 -1.861
C: 4.111 -0.885 -2.166
C: 3.501 0.178 -1.461
S: 1.788 0.474 -1.907
O: 1.380 -0.679 -2.736
C: 1.882 1.901 -2.953
C: 1.805 3.179 -2.431
C: 1.851 4.260 -3.298
C: 1.948 4.072 -4.672
C: 1.973 5.241 -5.613
C: 2.007 2.770 -5.168
C: 1.973 1.679 -4.322
H: 7.521 -3.224 2.249
H: 6.962 -3.904 0.717
H: 6.409 -4.592 2.237
H: 6.301 -1.434 3.251
H: 4.385 0.124 3.239
H: 2.499 -2.261 0.197
H: 4.420 -3.806 0.231
H: 1.550 2.497 3.027
H: 2.184 4.850 2.581
H: 3.310 6.504 1.175
H: 4.768 7.040 -0.732
H: 5.678 5.220 -2.154
H: 5.123 2.886 -1.690
H: 5.773 2.006 1.398
H: 8.047 1.321 1.937
H: 9.121 -0.562 0.726
H: 7.886 -1.748 -1.043
H: 5.874 -2.047 -2.384
H: 3.539 -1.414 -2.914
H: 1.736 3.341 -1.367
H: 1.808 5.266 -2.900
H: 1.932 6.186 -5.075
H: 1.124 5.201 -6.295
H: 2.879 5.232 -6.219
H: 2.066 2.611 -6.237
H: 1.980 0.669 -4.708

Atoms 1-6, force components in eV/Å:
In -0.18 -0.19 -0.06
O 0.03 -0.06 0.04
C -0.12 0.06 -0.03
O 0.06 -0.01 0.00
C 0.01 -0.02 0.03
C 0.03 -0.05 -0.03

Computed properties:
F_max = 0.48 eV/A
ΔE to the lowest compared entry with this formula, charge and spin = 0.0 kcal/mol
HOMO level = -0.400 Eh
2S+1 = 1
Charge = +1

Mulliken population analysis, charges in e, atoms 1 to 99: 2.022 -0.491 0.414 -0.551 0.753 -1.318 -0.999 0.376 0.906 -0.808 0.193 0.139 0.219 -0.858 -0.591 -0.955 -0.138 0.192 0.381 0.485 0.408 0.028 0.394 0.342 0.534 0.459 0.516 0.557 -0.670 -0.133 -0.633 1.115 -0.443 -0.749 -0.317 -0.439 0.125 -0.277 0.992 -0.634 -0.638 1.072 -0.631 -0.626 0.728 0.666 -1.786 0.890 -0.799 -0.708 0.054 -0.383 -0.983 2.077 -0.844 1.008 -1.352 -0.936 0.803 -0.943 -0.783 -0.831 -0.542 0.695 -0.551 -0.823 0.636 -0.588 -1.047 -0.742 -0.587 0.704 -1.086 -1.049 0.570 1.591 -0.785 0.659 0.634 -0.983 0.741 -1.673 -1.261 -0.785 0.369 0.384 0.426 0.390 0.556 0.567 0.472 0.742 0.486 0.530 0.433 0.487 0.516 0.582 0.465

=====

# C19H18FeN3O6S3

A structure of composition C19H18FeN3O6S3 (wB97M-V/def2-TZVPD, OMol25).

Cartesian coordinates (Å):
Fe: 0.657 -0.301 0.702
C: -1.026 -3.662 -6.114
C: -1.037 -3.290 -4.659
C: -1.445 -4.205 -3.691
C: -1.430 -3.876 -2.346
C: -1.005 -2.611 -1.967
C: -0.595 -1.680 -2.911
C: -0.618 -2.025 -4.251
S: -0.931 -2.233 -0.251
O: -1.162 -0.745 -0.117
O: -1.886 -3.038 0.441
N: 0.549 -2.329 0.273
C: 1.690 -2.718 -0.539
C: 2.741 -1.607 -0.544
O: 3.897 -1.856 -0.747
O: 2.231 -0.391 -0.342
H: -1.716 -4.480 -6.318
H: -0.028 -3.986 -6.417
H: -1.301 -2.814 -6.741
H: -1.784 -5.187 -3.994
H: -1.762 -4.578 -1.593
H: -0.268 -0.698 -2.596
H: -0.305 -1.301 -4.993
H: 1.421 -2.839 -1.595
H: 2.148 -3.650 -0.215
O: -0.180 3.923 4.023
C: 0.233 2.923 4.813
C: 0.331 3.191 6.180
C: 0.749 2.209 7.054
C: 1.078 0.936 6.592
C: 0.984 0.662 5.245
C: 0.564 1.639 4.336
C: 0.481 1.290 2.916
O: 0.779 0.070 2.560
N: 0.108 2.201 2.050
N: 0.068 1.709 0.759
C: -0.235 2.565 -0.146
S: -0.463 4.262 0.193
C: -1.044 4.660 -1.480
C: -0.333 3.745 -2.457
S: -0.466 2.061 -1.797
H: -0.204 3.591 3.099
H: 0.071 4.183 6.524
H: 0.819 2.434 8.110
H: 1.405 0.170 7.281
H: 1.232 -0.317 4.862
H: -0.804 5.706 -1.669
H: -2.124 4.525 -1.527
H: 0.719 4.010 -2.559
H: -0.805 3.750 -3.438

Atoms 1-6, force components in eV/Å:
Fe 0.13 -0.23 -0.28
C -0.01 -0.01 -0.01
C -0.01 -0.02 0.03
C 0.01 0.02 -0.04
C -0.03 0.03 0.03
C -0.01 -0.05 0.05

Computed properties:
F_max = 0.39 eV/A
HOMO level (alpha / beta) = -0.307 / -0.306 Eh
2S+1 = 6
⟨S²⟩ = 8.760
Charge = 0

Just the Mulliken charges please, in e? Sure, here they are: 0.629 -1.440 0.922 -0.759 -0.548 -0.460 0.267 -0.855 1.833 -0.675 -0.739 -0.499 0.050 0.429 -0.607 -0.625 0.377 0.292 0.368 0.368 0.464 0.285 0.391 0.102 0.362 -0.664 0.347 -0.675 -0.310 -0.760 -0.575 0.308 1.666 -1.288 -0.822 0.227 0.209 -0.074 -0.525 -0.615 -0.044 0.650 0.422 0.374 0.409 0.394 0.378 0.317 0.329 0.390

=====

# C44H58InN7O3P

A structure of composition C44H58InN7O3P (wB97M-V/def2-TZVPD, OMol25).

Cartesian coordinates (Å):
C: 3.876 -2.361 -0.933
C: 3.165 -1.955 -2.235
C: 1.832 -1.247 -1.994
C: 0.763 -2.079 -1.253
C: -0.436 -2.423 -2.143
C: -1.221 -1.183 -2.631
C: -2.571 -0.910 -1.952
C: -2.625 -1.105 -0.424
C: -3.208 -2.437 0.080
In: -5.053 -3.182 -0.867
P: -4.444 -4.372 -3.116
O: -5.466 -4.423 -4.199
O: -4.005 -5.967 -2.862
O: -2.976 -3.835 -3.656
H: 3.172 -2.388 -0.096
H: 4.669 -1.654 -0.670
H: 4.353 -3.341 -0.999
H: 3.015 -2.828 -2.881
H: 3.812 -1.274 -2.799
H: 2.026 -0.315 -1.453
H: 1.411 -0.945 -2.960
H: 0.408 -1.541 -0.370
H: 1.221 -3.004 -0.879
H: -0.082 -2.999 -3.007
H: -1.114 -3.088 -1.602
H: -0.584 -0.296 -2.510
H: -1.405 -1.282 -3.706
H: -3.337 -1.541 -2.414
H: -2.856 0.122 -2.191
H: -1.614 -0.942 -0.023
H: -3.236 -0.302 0.007
H: -2.446 -3.227 0.054
H: -3.475 -2.331 1.140
H: -6.197 -1.945 -1.306
H: -5.745 -4.475 0.085
H: -3.218 -6.032 -2.312
H: -2.498 -4.530 -4.124
N: 1.262 1.192 0.899
C: 0.402 2.188 1.085
C: 0.744 3.528 0.974
C: 2.061 3.851 0.674
C: 2.971 2.821 0.492
C: 2.519 1.513 0.606
H: -0.622 1.902 1.306
H: -0.009 4.288 1.128
H: 2.364 4.887 0.580
H: 4.008 3.006 0.248
H: 3.204 0.686 0.459
N: -1.323 5.979 2.306
C: -2.401 6.576 1.807
C: -3.624 6.623 2.460
C: -3.720 6.041 3.714
C: -2.605 5.411 4.244
C: -1.437 5.391 3.495
H: -2.298 7.001 0.814
H: -4.478 7.086 1.986
H: -4.656 6.059 4.258
H: -2.637 4.925 5.210
H: -0.555 4.878 3.864
N: -5.716 -9.704 -6.690
C: -4.810 -10.642 -6.419
C: -3.768 -10.465 -5.521
C: -3.660 -9.247 -4.868
C: -4.592 -8.258 -5.135
C: -5.597 -8.540 -6.053
H: -4.921 -11.584 -6.946
H: -3.064 -11.268 -5.342
H: -2.865 -9.067 -4.155
H: -4.542 -7.297 -4.642
H: -6.341 -7.784 -6.279
N: -4.209 8.643 8.008
C: -3.797 9.865 8.337
C: -3.030 10.666 7.502
C: -2.673 10.173 6.257
C: -3.096 8.903 5.901
C: -3.858 8.182 6.810
H: -4.092 10.224 9.317
H: -2.724 11.651 7.827
H: -2.075 10.766 5.577
H: -2.842 8.471 4.942
H: -4.200 7.184 6.561
N: -3.772 3.488 0.144
C: -2.525 3.691 -0.277
C: -2.030 3.201 -1.477
C: -2.872 2.448 -2.281
C: -4.169 2.222 -1.851
C: -4.570 2.765 -0.639
H: -1.885 4.254 0.392
H: -1.000 3.384 -1.753
H: -2.518 2.029 -3.214
H: -4.858 1.624 -2.432
H: -5.578 2.596 -0.275
N: 5.910 1.248 1.573
C: 6.627 0.164 1.859
C: 7.783 0.196 2.626
C: 8.220 1.416 3.118
C: 7.478 2.551 2.829
C: 6.332 2.410 2.059
H: 6.262 -0.775 1.456
H: 8.324 -0.719 2.828
H: 9.118 1.481 3.719
H: 7.773 3.526 3.193
H: 5.725 3.278 1.822
N: 7.180 -4.007 -1.437
C: 8.309 -3.611 -0.855
C: 9.184 -4.478 -0.214
C: 8.867 -5.826 -0.173
C: 7.693 -6.249 -0.774
C: 6.886 -5.303 -1.391
H: 8.527 -2.550 -0.901
H: 10.089 -4.098 0.242
H: 9.522 -6.534 0.319
H: 7.399 -7.290 -0.767
H: 5.959 -5.601 -1.868

Atoms 1-6, force components in eV/Å:
C 0.06 0.00 0.08
C 0.09 0.05 0.03
C -0.18 0.14 -0.03
C 0.07 -0.03 -0.07
C -0.12 -0.02 0.07
C 0.07 -0.04 -0.02

Computed properties:
F_max = 0.54 eV/A
HOMO level = -0.186 Eh
2S+1 = 1
Charge = -1

Mulliken population analysis, charges in e, atoms 1 to 99: -0.764 -0.812 -0.417 -0.326 -0.702 -0.979 1.605 -0.202 -1.426 0.805 0.491 -0.707 -0.521 -0.405 0.357 0.213 0.106 0.267 0.415 -0.041 0.437 0.106 0.512 0.401 0.126 0.507 0.250 -0.016 -1.337 0.003 0.295 0.361 0.547 -0.396 -0.392 0.256 0.271 -0.362 -0.365 0.035 -0.853 -0.511 -0.697 0.471 0.447 0.433 0.586 0.726 -0.454 -0.356 -0.340 -0.348 -0.378 -0.212 0.411 0.379 0.474 0.408 0.433 -0.576 -0.215 -0.344 -0.365 -0.199 -0.303 0.330 0.341 0.368 0.557 0.412 -0.538 -0.315 -0.235 -0.579 0.130 -0.158 0.340 0.365 0.379 0.245 0.366 -0.400 0.067 -0.263 -0.192 -0.265 -0.403 0.022 0.423 0.440 0.310 0.392 -0.132 -0.025 -0.671 -0.185 -0.669 -0.025 0.363

=====

# C5H10O2

The molecule C5H10O2 (wB97M-V/def2-TZVPD, OMol25).

Cartesian coordinates (Å):
O: -1.210 -0.750 -1.190
C: -0.958 0.515 -1.376
C: -0.001 1.198 -0.108
C: -0.648 0.841 1.103
C: 0.305 -1.286 0.742
C: 1.444 -0.643 -0.034
O: 1.325 0.792 -0.129
H: -0.706 -0.987 0.135
H: -1.831 1.202 -1.323
H: -0.329 0.761 -2.253
H: -0.080 2.244 -0.412
H: -1.731 0.879 1.180
H: -0.085 0.709 2.014
H: 0.209 -2.340 0.449
H: 0.428 -1.263 1.824
H: 1.445 -1.056 -1.049
H: 2.422 -0.817 0.426

Atoms 1-6, force components in eV/Å:
O -0.05 -0.02 0.10
C -0.06 0.21 -0.17
C -0.07 0.12 0.13
C 0.05 -0.12 -0.09
C 0.35 -0.02 0.24
C 0.06 -0.24 -0.01

Computed properties:
F_max = 0.43 eV/A
ΔE to the lowest compared entry with this formula, charge and spin = 138.1 kcal/mol
HOMO level (alpha / beta) = -0.319 / -0.319 Eh
2S+1 = 1
Charge = 0

Just the natural (NBO) charges please, in e? Sure, here they are: -0.701 0.009 -0.043 -0.169 -0.663 -0.089 -0.516 0.351 0.132 0.155 0.261 0.216 0.211 0.257 0.207 0.190 0.193